1.
{
  "formula": "C14H26F3IN3O3S2",
  "method": "ωB97M-V/def2-TZVPD",
  "symbols": ["C", "C", "N", "C", "C", "C", "S", "O", "O", "C", "F", "F", "F", "C", "S", "N", "C", "C", "N", "C", "C", "C", "I", "C", "C", "O", "H", "H", "H", "H", "H", "H", "H", "H", "H", "H", "H", "H", "H", "H", "H", "H", "H", "H", "H", "H", "H", "H", "H", "H", "H", "H"],
  "coordinates": [[-3.412, 2.780, 1.504], [-3.194, 1.345, 0.995], [-2.405, 1.281, -0.249], [-1.788, -0.041, -0.476], [-0.318, 0.210, -0.860], [0.784, -0.888, -0.737], [-0.091, -2.513, -0.688], [-1.018, -2.532, -1.774], [-0.522, -2.678, 0.675], [1.019, -4.002, -0.985], [1.744, -3.898, -2.073], [1.806, -4.227, 0.057], [0.165, -4.979, -1.096], [1.790, -0.595, -1.885], [1.078, -0.940, -3.540], [3.108, -1.179, -1.746], [3.585, -1.766, -0.497], [2.807, -1.402, 0.775], [1.557, -0.596, 0.544], [0.735, -0.551, 1.810], [1.264, 0.496, 2.788], [1.015, 1.927, 2.323], [2.258, 3.306, 3.364], [-3.233, 1.659, -1.388], [-2.950, 3.004, -1.977], [-4.081, 0.903, -1.809], [-4.467, 3.037, 1.570], [-3.002, 2.895, 2.509], [-2.888, 3.496, 0.872], [-4.161, 0.852, 0.850], [-2.652, 0.780, 1.754], [-2.305, -0.577, -1.268], [-1.894, -0.634, 0.429], [-0.312, 0.570, -1.889], [0.012, 1.050, -0.243], [1.872, 0.498, -1.854], [2.117, -1.682, -3.919], [3.796, -0.554, -2.138], [3.628, -2.846, -0.595], [4.618, -1.451, -0.346], [2.549, -2.281, 1.357], [3.429, -0.775, 1.414], [1.884, 0.362, 0.405], [0.756, -1.535, 2.269], [-0.298, -0.329, 1.569], [2.309, 0.325, 3.046], [0.701, 0.334, 3.711], [-0.023, 2.221, 2.479], [1.244, 2.100, 1.271], [-3.374, 3.072, -2.975], [-3.366, 3.772, -1.323], [-1.873, 3.177, -2.009]],
  "gap_ev": 8.9,
  "charge": 1,
  "spin_multiplicity": 1,
  "smiles": "CCN(CC[C@@]1(S(=O)(=O)C(F)(F)F)[C@H](S)NCC[N@@H+]1CCCI)C(C)=O",
  "lumo_energy_ev": -3.105
}


2.
{
  "formula": "C14H26FN4",
  "method": "ωB97M-V/def2-TZVPD",
  "symbols": ["C", "C", "N", "C", "N", "C", "C", "C", "F", "H", "H", "H", "H", "H", "H", "H", "H", "H", "H", "H", "H", "C", "C", "C", "C", "N", "H", "H", "H", "H", "H", "H", "H", "C", "C", "C", "C", "N", "H", "H", "H", "H", "H", "H", "H"],
  "coordinates": [[0.544, 0.712, 2.115], [0.482, 0.675, 0.943], [0.514, 0.840, -0.449], [-0.355, -0.230, -1.082], [-1.675, -0.153, -0.527], [-2.123, -1.362, 0.184], [1.980, 0.827, -0.908], [2.321, -0.134, -2.019], [2.285, 2.088, -1.256], [0.409, 0.559, 3.151], [0.137, 1.767, -0.671], [-0.434, -0.008, -2.135], [0.057, -1.214, -0.918], [-2.346, 0.033, -1.256], [-1.748, -2.286, -0.255], [-1.856, -1.349, 1.233], [-3.201, -1.405, 0.124], [2.573, 0.600, -0.037], [1.675, -0.074, -2.884], [2.334, -1.128, -1.593], [3.335, 0.060, -2.330], [-0.419, 2.282, -5.728], [-1.565, 1.427, -6.257], [-1.653, 0.058, -5.572], [-0.416, -0.705, -5.791], [0.553, -1.288, -5.974], [0.548, 1.813, -5.915], [-0.410, 3.255, -6.216], [-0.518, 2.449, -4.651], [-1.446, 1.287, -7.332], [-2.509, 1.953, -6.106], [-2.494, -0.511, -5.966], [-1.803, 0.182, -4.498], [1.644, -0.699, 7.632], [0.431, -0.146, 6.892], [-0.439, -1.244, 6.268], [0.322, -2.028, 5.287], [0.929, -2.638, 4.530], [2.314, -1.235, 6.958], [2.215, 0.110, 8.086], [1.340, -1.383, 8.425], [0.766, 0.543, 6.113], [-0.183, 0.431, 7.584], [-1.304, -0.810, 5.765], [-0.807, -1.923, 7.038]],
  "gap_ev": 10.9,
  "charge": 1,
  "spin_multiplicity": 1,
  "lumo_energy_ev": -2.942
}


3.
{
  "formula": "C14H26GaN2OS2",
  "method": "ωB97M-V/def2-TZVPD",
  "symbols": ["Ga", "S", "S", "C", "C", "C", "N", "C", "C", "H", "H", "H", "H", "H", "H", "H", "H", "C", "H", "H", "H", "H", "H", "H", "H", "C", "C", "H", "H", "H", "H", "O", "C", "C", "C", "C", "C", "C", "N", "H", "H", "H", "H", "H", "H", "H"],
  "coordinates": [[0.834, -0.037, -0.344], [-0.153, 2.218, -0.415], [-0.065, -2.313, -0.431], [-1.989, 2.112, -0.355], [-0.020, 2.340, -2.257], [-0.646, 1.156, -2.978], [0.019, -0.087, -2.547], [-0.621, -1.347, -2.995], [0.025, -2.508, -2.252], [1.041, 2.505, -2.482], [-0.549, 3.260, -2.518], [-0.470, 1.275, -4.062], [-1.720, 1.081, -2.758], [-0.422, -1.459, -4.075], [-1.704, -1.296, -2.801], [1.091, -2.636, -2.483], [-0.484, -3.451, -2.483], [-1.908, -2.190, -0.327], [0.949, -0.085, -2.997], [-2.257, -1.158, -0.476], [-2.136, -2.531, 0.688], [-2.339, -2.874, -1.067], [-2.266, 2.463, 0.646], [-2.343, 1.090, -0.530], [-2.386, 2.797, -1.112], [2.569, 0.171, -1.599], [3.766, 0.272, -0.870], [2.251, 1.143, -2.036], [2.533, -0.802, -2.118], [4.053, 1.222, -0.431], [4.475, -0.560, -0.933], [-1.098, 0.004, 1.499], [-0.669, 0.085, 2.860], [0.816, -0.038, 2.892], [1.496, -0.017, 4.096], [2.888, -0.022, 4.112], [3.518, -0.141, 2.867], [2.777, -0.397, 1.735], [1.451, -0.174, 1.713], [-2.049, 0.211, 1.451], [-0.982, 1.055, 3.267], [-1.138, -0.733, 3.432], [0.882, -0.003, 4.996], [3.449, 0.047, 5.036], [4.600, -0.057, 2.764], [3.258, -0.663, 0.794]],
  "gap_ev": 7.5,
  "charge": 3,
  "spin_multiplicity": 1,
  "lumo_energy_ev": -11.655
}


4.
{
  "formula": "C14H26IrNOP",
  "method": "ωB97M-V/def2-TZVPD",
  "symbols": ["C", "C", "C", "C", "C", "C", "C", "C", "N", "Ir", "C", "P", "H", "H", "H", "H", "H", "H", "H", "H", "C", "C", "H", "C", "C", "H", "H", "H", "H", "H", "H", "H", "H", "H", "H", "H", "H", "H", "H", "C", "O", "H", "H", "H"],
  "coordinates": [[0.473, 3.207, -2.216], [-0.796, 2.757, -1.872], [-1.002, 1.819, -0.862], [0.108, 1.352, -0.118], [1.397, 1.782, -0.494], [1.561, 2.715, -1.502], [-2.379, 1.310, -0.649], [-2.446, -0.188, -0.297], [-2.612, -1.032, -1.437], [0.060, -0.102, 1.361], [2.555, 1.126, 0.164], [1.961, -0.635, 0.493], [-1.663, 3.104, -2.445], [2.580, 3.013, -1.777], [0.614, 3.916, -3.004], [2.804, 1.540, 1.156], [3.468, 1.148, -0.439], [-2.877, 1.834, 0.193], [-3.004, 1.516, -1.535], [-1.492, -0.489, 0.292], [3.359, -1.438, 1.346], [2.068, -1.344, -1.192], [-3.319, -0.375, 0.332], [-1.522, -1.120, -2.375], [-3.236, -2.319, -1.158], [0.271, -0.807, 3.318], [-1.814, -1.725, -3.242], [-1.195, -0.131, -2.708], [-0.662, -1.634, -1.908], [-3.465, -2.855, -2.082], [-2.552, -2.944, -0.560], [-4.155, -2.168, -0.581], [3.081, -1.313, -1.622], [1.755, -2.393, -1.161], [1.415, -0.812, -1.886], [4.315, -1.365, 0.804], [3.497, -0.998, 2.338], [3.128, -2.502, 1.473], [-0.422, -1.690, 1.779], [0.013, 0.065, 4.905], [0.087, 0.121, 3.474], [0.971, -0.440, 5.258], [-0.855, -0.565, 5.225], [-0.074, 1.060, 5.211]],
  "gap_ev": [6.0, 4.8],
  "de_lowest_kj_mol": 0.00,
  "charge": 2,
  "spin_multiplicity": 6,
  "lumo_energy_ev": [-6.094, -10.523]
}


5.
{
  "formula": "C14H26N2O3",
  "method": "ωB97M-V/def2-TZVPD",
  "symbols": ["C", "C", "C", "C", "O", "C", "C", "C", "N", "O", "C", "O", "N", "C", "C", "C", "C", "C", "C", "H", "H", "H", "H", "H", "H", "H", "H", "H", "H", "H", "H", "H", "H", "H", "H", "H", "H", "H", "H", "H", "H", "H", "H", "H", "H"],
  "coordinates": [[-4.833, -1.868, -1.856], [-3.508, -1.115, -2.122], [-2.627, -0.947, -0.815], [-3.585, -0.337, 0.390], [-1.728, 0.126, -1.168], [-0.892, -0.382, -2.280], [-1.911, -2.248, -0.258], [-2.384, -3.589, -0.715], [-0.970, -2.226, 0.632], [-0.619, -0.957, 0.929], [0.656, -0.506, 1.266], [1.551, -1.216, 1.695], [0.918, 0.809, 1.043], [2.073, 1.688, 1.062], [3.120, 1.155, 0.019], [4.406, 2.080, 0.106], [5.040, 2.414, 1.464], [3.853, 2.892, 2.415], [2.761, 1.769, 2.444], [-5.651, -1.136, -1.605], [-5.165, -2.584, -2.684], [-4.914, -2.511, -1.004], [-3.686, -0.162, -2.516], [-2.916, -1.650, -2.855], [-3.020, 0.296, 1.047], [-4.112, -1.103, 0.926], [-4.350, 0.371, -0.134], [-1.025, -1.448, -2.452], [0.219, -0.343, -2.058], [-1.000, 0.160, -3.186], [-2.462, -3.606, -1.838], [-1.652, -4.310, -0.345], [-3.326, -3.875, -0.333], [0.161, 1.143, 0.501], [1.699, 2.626, 0.869], [2.672, 1.124, -0.978], [3.366, 0.159, 0.272], [4.247, 3.049, -0.374], [5.272, 1.589, -0.395], [5.818, 3.222, 1.387], [5.676, 1.602, 1.892], [4.336, 3.206, 3.371], [3.396, 3.749, 2.110], [2.013, 2.083, 3.297], [3.085, 0.809, 2.835]],
  "gap_ev": 9.9,
  "de_lowest_kj_mol": 530.98,
  "spin_multiplicity": 1,
  "smiles": "CC[C@](C)(OC)/C(C)=N\\OC(=O)NC1CCCCC1",
  "lumo_energy_ev": 0.692
}


Number 1: largest force on an atom 1.023 eV/Å. Number 2: largest force on an atom 2.091 eV/Å. Number 3: largest force on an atom 2.519 eV/Å. Number 4: largest force on an atom 4.324 eV/Å. Number 5: largest force on an atom 4.751 eV/Å.